1.
Formula: C31H34BFO3S
Source: the OMol25 dataset
Level of theory: ωB97M-V/def2-TZVPD

Output
Energy relative to the best compared isomer or geometry (same formula, charge and spin): 157.7 kcal per mole
Electronic energy: -53064.9702 eV
LUMO energy: -1.77 eV
Frontier orbital gap: 3.0 eV
Total charge: 0
2S+1: 1

Positions of all 71 atoms, in Å:
C  4.79  -4.25  -1.99
O  4.70  -3.72  -0.64
C  3.56  -3.91  0.06
C  3.52  -3.28  1.32
C  2.31  -2.76  1.74
C  1.19  -2.88  0.92
B  -0.80  2.92  -0.47
C  0.08  -1.83  0.91
C  -1.32  -2.33  0.70
C  -2.28  -1.54  1.30
C  -1.77  -0.68  2.28
C  -2.57  0.19  3.17
S  -0.12  -0.99  2.58
O  -0.72  3.52  0.70
C  -2.00  4.24  0.66
C  -2.57  4.21  2.05
C  -1.63  5.67  0.27
C  -2.85  3.48  -0.46
C  -3.83  2.44  0.08
C  -3.58  4.38  -1.43
O  -1.85  2.75  -1.23
C  1.17  -3.90  -0.04
C  2.37  -4.43  -0.51
H  5.85  -4.14  -2.24
H  4.49  -5.31  -2.02
H  4.17  -3.67  -2.68
H  4.46  -3.06  1.84
H  2.26  -2.22  2.69
H  -1.50  -3.16  0.03
H  -3.35  -1.60  1.10
H  -3.48  0.54  2.68
H  -2.86  -0.36  4.08
H  -1.96  1.06  3.48
H  -3.55  4.70  2.07
H  -2.67  3.19  2.43
H  -1.89  4.75  2.73
H  -2.51  6.32  0.23
H  -0.94  6.08  1.02
H  -1.12  5.71  -0.70
H  -4.64  2.92  0.64
H  -4.29  1.92  -0.77
H  -3.35  1.68  0.72
H  -4.37  4.93  -0.91
H  -2.91  5.09  -1.91
H  -4.05  3.78  -2.20
H  0.23  -4.24  -0.48
H  2.40  -5.08  -1.39
F  5.31  -0.85  -0.57
C  4.22  -0.27  0.03
C  4.41  0.46  1.18
C  3.30  1.08  1.75
C  2.02  0.82  1.23
C  1.83  -0.14  0.22
C  0.39  -0.71  0.00
C  0.00  -1.08  -1.44
C  -1.25  -0.68  -1.94
C  -1.90  -1.44  -2.93
C  -1.19  -2.47  -3.57
C  0.16  -2.66  -3.29
C  0.76  -1.95  -2.23
C  2.96  -0.48  -0.54
H  5.40  0.55  1.61
H  3.40  1.73  2.61
H  1.17  1.40  1.60
H  -0.27  0.14  0.23
H  -1.75  0.20  -1.52
H  -2.95  -1.25  -3.16
H  -1.71  -3.11  -4.28
H  0.76  -3.40  -3.82
H  1.80  -2.13  -2.01
H  2.93  -0.86  -1.56



2.
Formula: CH5N3OS2
Source: the OMol25 dataset
Level of theory: ωB97M-V/def2-TZVPD

Output
Energy relative to the best compared isomer or geometry (same formula, charge and spin): 10.2 kcal per mole
Electronic energy: -29303.3501 eV
LUMO energy: 0.37 eV
Frontier orbital gap: 8.6 eV
Total charge: 0
Structure (SMILES): ON/C(=N/S)NS
2S+1: 1

Positions of all 12 atoms, in Å:
C  -0.06  0.11  -0.16
H  2.36  -1.35  1.29
H  0.20  -1.95  -0.16
H  1.53  1.19  -0.77
H  -0.90  2.19  -0.22
H  -3.23  -0.76  0.71
N  0.65  -1.08  -0.15
N  0.72  1.19  -0.11
N  -1.33  0.23  -0.12
O  -0.02  2.42  -0.02
S  2.34  -1.04  -0.14
S  -2.26  -1.15  -0.15



3.
Formula: CHNOS2
Source: the OMol25 dataset
Level of theory: ωB97M-V/def2-TZVPD

Output
Energy relative to the best compared isomer or geometry (same formula, charge and spin): 7.7 kcal per mole
Electronic energy: -26259.5527 eV
LUMO energy: -1.38 eV
Frontier orbital gap: 7.4 eV
Total charge: 0
Structure (SMILES): O=C=S.N=S
2S+1: 1

Positions of all 6 atoms, in Å:
C  0.06  -0.96  -1.62
N  0.17  0.39  1.80
O  1.01  -1.56  -1.26
S  -1.17  -0.16  -2.06
S  0.66  1.87  1.76
H  -0.73  0.41  1.38



4.
Formula: C4H5N
Source: the OMol25 dataset
Level of theory: ωB97M-V/def2-TZVPD

Output
Energy relative to the best compared isomer or geometry (same formula, charge and spin): 74.8 kcal per mole
Electronic energy: -5715.6050 eV
LUMO energy: 0.97 eV
Frontier orbital gap: 10.6 eV
Total charge: 0
Structure (SMILES): C#C[C@@H]1CN1
2S+1: 1

Positions of all 10 atoms, in Å:
C  1.98  -0.57  0.97
C  0.86  -0.37  0.62
C  -0.41  -0.36  -0.01
C  -0.80  0.36  -1.26
H  2.90  -0.71  1.55
H  -0.96  -1.26  0.06
H  -1.62  -0.19  -1.78
H  -0.04  0.84  -1.87
H  -2.13  0.66  0.12
N  -1.13  0.90  0.00



5.
Formula: C28H27FeN6OS2
Source: the OMol25 dataset
Level of theory: ωB97M-V/def2-TZVPD

Output
Energy relative to the best compared isomer or geometry (same formula, charge and spin): 0.0 kcal per mole
Electronic energy: -96522.7951 eV
LUMO energy (alpha / beta): 2.03 / 2.03 eV
Frontier orbital gap (alpha / beta): 6.1 / 6.2 eV
Total charge: -1
<S²>: 6.01
2S+1: 5

Positions of all 65 atoms, in Å:
Fe  -0.21  0.42  -0.51
S  -1.09  2.08  1.10
C  -0.87  3.28  -0.11
S  -0.50  2.70  -1.70
C  -1.00  4.63  0.16
C  -1.32  5.11  1.47
N  -1.59  5.52  2.51
C  -0.80  5.63  -0.84
N  -0.63  6.46  -1.63
N  -1.03  -1.47  2.08
C  -2.24  -2.03  2.49
C  -2.25  -2.89  3.59
C  -3.42  -3.47  4.05
C  -4.62  -3.20  3.41
C  -4.62  -2.32  2.34
C  -3.46  -1.70  1.87
C  -3.60  -0.63  0.84
C  -4.43  0.44  1.16
C  -4.64  1.48  0.26
C  -4.02  1.46  -0.98
C  -3.21  0.39  -1.31
C  -2.98  -0.65  -0.41
H  -0.23  -1.80  2.60
H  -0.83  -1.46  1.08
H  -1.31  -3.10  4.09
H  -3.39  -4.13  4.90
H  -5.54  -3.66  3.74
H  -5.55  -2.07  1.85
H  -4.89  0.47  2.14
H  -5.27  2.32  0.55
H  -4.15  2.28  -1.67
H  -2.74  0.34  -2.28
O  1.87  0.85  -2.08
C  1.40  0.48  -3.38
C  1.81  -0.95  -3.60
C  1.30  -1.84  -2.47
C  -0.20  -1.94  -2.36
C  -0.88  -2.60  -3.33
C  -2.29  -2.87  -3.14
C  -2.89  -2.55  -1.99
C  -2.15  -1.84  -0.88
N  -0.76  -1.44  -1.21
H  1.59  1.77  -1.92
H  1.82  1.15  -4.14
H  0.30  0.57  -3.42
H  2.90  -1.01  -3.65
H  1.41  -1.29  -4.56
H  1.69  -1.49  -1.52
H  1.69  -2.85  -2.63
H  -0.36  -2.98  -4.19
H  -2.85  -3.38  -3.91
H  -3.92  -2.81  -1.79
H  -2.13  -2.53  -0.02
C  4.98  -0.66  1.54
N  3.59  -0.23  1.53
C  2.88  0.30  2.59
C  1.63  0.55  2.12
N  1.55  0.16  0.80
C  2.75  -0.30  0.49
H  5.39  -0.48  2.53
H  5.56  -0.09  0.82
H  5.06  -1.72  1.31
H  3.34  0.48  3.55
H  0.79  0.99  2.62
H  3.04  -0.65  -0.48